DFT (wB97M-V/def2-TZVPD) results for a 2-piece molecular cluster, C3H9NO2S overall.

```
16
Properties=species:S:1:pos:R:3:forces:R:3
N -1.584532 0.156793 0.092554 -0.730 -0.193 -0.030
C -1.282495 -1.004599 0.785575 0.177 -0.458 -0.261
O -2.154176 -1.670071 1.298073 0.079 0.145 0.279
C 0.177216 -1.390363 0.856942 0.594 -0.085 0.053
C 1.164099 -0.229194 0.744069 -0.123 -0.443 0.062
S 2.886296 -0.742320 1.055351 -0.108 0.118 0.005
H -1.157347 0.284355 -0.814804 0.264 0.102 0.208
H -2.598808 0.210965 0.045112 0.168 0.245 -0.155
H 0.373245 -1.951836 1.767656 -0.300 0.099 0.213
H 0.408359 -2.114105 0.074167 -0.222 -0.024 -0.242
H 0.903781 0.542079 1.465100 0.149 0.139 -0.088
H 1.133205 0.170033 -0.260645 -0.003 0.430 -0.055
H 3.157226 -1.058397 -0.216025 0.060 -0.075 0.017
O -2.032194 4.245593 -4.349854 0.021 0.021 0.018
H -2.963941 4.405165 -4.175755 -0.029 0.022 -0.001
H -1.940844 3.289355 -4.347670 0.004 -0.043 -0.024
```
Positions in Å, forces in eV/Å.

Summary:
* F_max: 0.76 eV Å⁻¹
* lowest unoccupied orbital energy: 0.269 eV
* net charge: 0
* SMILES string: NC(=O)CCS.O



DFT (wB97M-V/def2-TZVPD) results for a 3-piece molecular cluster, C3H9NO2S overall in a non-equilibrium geometry.

```
16
Properties=species:S:1:pos:R:3:forces:R:3
O 0.863853 1.827658 0.992405 -0.972 0.670 0.123
C -0.181615 1.761468 0.354301 -1.953 -1.010 -1.977
C -1.598148 1.822839 0.766922 1.358 -1.526 2.932
C 1.741017 -2.217360 -1.485828 1.301 -0.006 -0.543
S 0.043249 -1.776302 -1.243273 -0.321 0.034 0.429
N -2.613595 1.300418 -0.051999 0.640 -1.640 0.458
H -0.279788 1.449100 -0.718344 1.089 0.485 0.063
H -1.743594 1.844324 1.898159 -0.137 0.731 -1.335
H 2.256849 -1.289096 -1.040488 -0.266 -1.063 -0.859
H 2.191550 -3.087402 -0.870563 -1.108 1.250 -1.004
H 1.914546 -2.324839 -2.631113 0.169 0.233 2.167
H -3.430505 1.862741 -0.057561 -0.881 0.913 0.033
H -2.976280 0.387939 0.376589 0.831 1.339 -0.733
H 1.390538 0.257457 1.389744 0.667 -1.814 0.364
H 0.865891 -1.077285 0.857364 0.315 -0.181 0.440
O 1.556032 -0.741660 1.463685 -0.731 1.587 -0.559
```
Positions in Å, forces in eV/Å.

Summary:
* F_max: 3.57 eV Å⁻¹
* lowest unoccupied orbital energy: -4.368 eV
* net charge: 0



DFT (wB97M-V/def2-TZVPD) results for a 2-piece molecular cluster, C3H9NO2S overall in a non-equilibrium geometry.

```
16
Properties=species:S:1:pos:R:3:forces:R:3
N -1.194814 0.145914 0.836532 0.158 -0.511 0.181
C -0.401221 -1.072028 0.743684 0.076 -1.118 -0.632
C -1.027999 -1.901471 -0.415487 -0.276 1.075 1.148
O -0.538546 -1.980397 -1.501164 -0.048 -0.448 -0.415
C 1.081650 -0.931454 0.455995 0.700 -0.302 0.535
S 1.984970 0.327741 1.484296 -0.402 -0.269 -1.029
H -1.336463 0.488264 -0.102553 -0.005 0.370 -0.156
H -0.645014 0.845109 1.323358 -0.096 0.105 0.046
H -0.512025 -1.749993 1.604349 -0.241 0.605 0.278
H -2.034084 -2.289145 -0.137582 0.186 -0.206 -0.394
H 1.242617 -0.808075 -0.611635 0.055 0.613 0.052
H 1.603906 -1.857480 0.692658 -0.286 -0.247 -0.005
H 2.611432 0.738536 0.373315 0.198 0.384 0.360
O -0.471976 3.000894 -1.546009 0.125 -0.339 -0.167
H 0.306408 3.208557 -2.066320 0.177 -0.183 -0.196
H -0.668840 3.835028 -1.133439 -0.321 0.471 0.393
```
Positions in Å, forces in eV/Å.

Summary:
* F_max: 1.60 eV Å⁻¹
* lowest unoccupied orbital energy: 0.534 eV
* net charge: 0
* SMILES string: N[C@@H](C=O)CS.O



DFT (wB97M-V/def2-TZVPD) results for a 2-piece molecular cluster, C3H9NO2S overall in a non-equilibrium geometry.

```
16
Properties=species:S:1:pos:R:3:forces:R:3
N 0.708588 -2.124340 0.093432 -0.844 1.035 1.172
C 0.243171 -1.243381 1.033351 1.289 1.329 -0.596
O 0.533347 -1.261315 2.206759 -0.300 -0.655 0.435
C -0.440440 -0.025833 0.402234 -0.172 -0.169 -0.259
C -1.052730 0.860923 1.470156 -0.264 -0.621 0.111
S -2.048703 2.217222 0.788997 0.116 0.013 -0.125
H 0.340913 -1.891094 -0.808768 0.342 -1.065 -0.539
H 1.060697 -2.990693 0.455246 0.087 -0.330 -0.631
H -1.154869 -0.417495 -0.337819 -0.154 0.431 0.221
H 0.290555 0.565200 -0.163099 0.058 -0.311 0.014
H -1.689448 0.232505 2.090570 -0.027 0.160 0.151
H -0.258963 1.245369 2.105339 -0.086 0.072 -0.026
H -1.522611 3.172734 1.555350 -0.025 0.136 0.030
O 1.321106 0.366325 -3.521048 0.330 0.131 -0.067
H 1.999997 0.077837 -4.141674 -0.145 -0.192 -0.026
H 1.669392 1.216040 -3.229029 -0.206 0.036 0.135
```
Positions in Å, forces in eV/Å.

Summary:
* F_max: 1.95 eV Å⁻¹
* lowest unoccupied orbital energy: 0.584 eV
* net charge: 0
* SMILES string: NC(=O)CCS.O



DFT (wB97M-V/def2-TZVPD) results for a 2-piece molecular cluster, C3H9NO2S overall.

```
16
Properties=species:S:1:pos:R:3:forces:R:3
N 0.514751 -1.512967 2.477709 0.178 -0.787 -0.217
C -0.627303 -1.003596 1.979218 -0.227 0.752 -0.079
O -1.078783 0.087450 2.246666 -0.017 -0.005 0.109
O -1.208224 -1.836303 1.090471 0.452 -0.308 -0.072
H 0.974554 -1.064707 3.244610 0.022 0.121 -0.011
H 0.895815 -2.345917 2.053050 -0.074 0.169 0.330
H -1.710706 -1.283816 0.480888 -0.339 -0.057 0.027
C 0.730656 1.826738 -1.639529 -0.674 -0.578 -0.139
C 0.125753 0.603668 -0.943679 0.090 0.526 0.442
S -1.090415 -0.368879 -1.870598 -0.196 0.265 -0.208
H -0.083698 2.359482 -2.133520 0.170 0.003 -0.249
H 1.479241 1.498211 -2.357952 0.077 0.350 -0.095
H 1.133725 2.521147 -0.906015 0.349 -0.150 0.028
H 0.879362 -0.077926 -0.556007 0.154 0.081 -0.004
H -0.427702 0.999964 -0.089316 -0.121 -0.366 0.057
H -0.507029 -0.402547 -3.076001 0.158 -0.016 0.080
```
Positions in Å, forces in eV/Å.

Summary:
* F_max: 0.90 eV Å⁻¹
* lowest unoccupied orbital energy: 0.746 eV
* net charge: 0
* SMILES string: NC(=O)O.CCS



DFT (wB97M-V/def2-TZVPD) results for C3H9NO2S as an isolated structure in a non-equilibrium geometry.

```
16
Properties=species:S:1:pos:R:3:forces:R:3
C 1.021188 -0.996632 -0.731381 1.181 0.190 1.688
C 0.618156 2.144263 0.716052 -2.195 -1.791 4.222
C -0.056497 -1.328003 0.200407 -3.161 3.190 -4.469
N -1.171080 -1.820585 -0.552009 1.170 -0.406 1.477
O -1.545384 1.110100 -0.691736 1.523 0.247 -0.270
O -1.629384 0.791556 1.646669 0.048 0.279 2.033
S -0.752413 0.833604 0.513407 -0.426 -1.622 -1.304
H 1.662114 -0.239817 -0.363823 0.464 1.143 0.421
H 0.731284 -0.775495 -1.687753 -1.386 1.166 -2.147
H 1.719412 -1.715082 -0.923647 1.792 -2.886 -0.070
H 1.373778 1.844588 0.083010 1.315 0.478 -2.120
H -0.031880 3.027135 0.709116 1.000 0.166 -0.547
H 1.080359 1.953628 1.784480 -1.276 0.505 -1.871
H 0.117090 -1.563519 1.178897 0.099 -0.915 2.344
H -2.086667 -1.479605 -0.332399 -0.381 -0.024 0.611
H -1.050076 -1.786137 -1.549291 0.231 0.281 0.001
```
Positions in Å, forces in eV/Å.

Summary:
* F_max: 6.34 eV Å⁻¹
* lowest unoccupied orbital energy: 0.379 eV
* net charge: 0



DFT (wB97M-V/def2-TZVPD) results for a 2-piece molecular cluster, C3H9NO2S overall in a non-equilibrium geometry.

```
16
Properties=species:S:1:pos:R:3:forces:R:3
N -2.400936 -0.507608 -0.461743 0.408 -0.607 0.788
C -1.135621 -0.424955 0.052618 -0.609 1.097 0.537
O -0.867677 -0.827251 1.176819 -0.619 -0.614 0.034
C -0.082104 0.322945 -0.669977 1.633 -1.212 -1.954
C 0.541793 1.457838 0.127873 1.848 -2.595 2.765
S 1.813405 2.337181 -0.786883 1.545 -0.544 -0.560
H -2.776402 -0.020408 -1.252207 0.417 0.107 -0.178
H -3.052450 -0.967042 0.156298 -0.105 0.052 -0.130
H -0.365450 0.620506 -1.679804 -0.419 0.468 0.107
H 0.728673 -0.441175 -0.928295 -0.845 0.837 0.670
H -0.223635 2.090849 0.550458 0.027 0.766 -0.276
H 1.072415 0.982062 1.119950 -1.369 1.102 -2.429
H 2.888451 1.350425 -0.952295 -2.109 1.280 0.585
O 1.652098 -1.866126 1.040772 -0.067 -0.031 0.079
H 0.846367 -1.354314 1.235901 0.041 0.057 -0.007
H 1.361074 -2.752927 1.270516 0.224 -0.163 -0.028
```
Positions in Å, forces in eV/Å.

Summary:
* F_max: 4.22 eV Å⁻¹
* lowest unoccupied orbital energy: 0.675 eV
* net charge: 0
* SMILES string: NC(=O)CCS.O



DFT (wB97M-V/def2-TZVPD) results for a 2-piece molecular cluster, C3H9NO2S overall in a non-equilibrium geometry.

```
16
Properties=species:S:1:pos:R:3:forces:R:3
O 1.982806 -0.690555 1.226184 -0.950 -3.304 -2.805
C 1.433810 -1.397531 0.318484 0.628 2.060 2.309
N 0.921945 -0.762725 -0.768323 0.109 -0.063 -0.331
C -0.402255 -0.883071 -1.279084 -2.001 -1.355 -2.196
C -1.340920 0.313603 -1.006412 -0.916 -0.597 0.066
S -1.839579 0.265388 0.895606 -0.236 0.256 0.998
H 1.298671 -2.525198 0.206913 0.275 1.136 1.072
H 1.298631 0.149011 -0.856096 0.083 1.032 0.062
H -0.936541 -1.727530 -0.808279 0.681 -0.077 -0.474
H -0.400934 -1.055231 -2.429524 0.100 0.207 1.727
H -2.310289 0.369143 -1.648955 1.931 -0.433 1.074
H -0.699765 1.216714 -1.215854 -1.155 -0.364 1.087
H -2.624816 -0.843938 1.624251 1.384 1.469 -2.708
O 1.270060 2.229287 -0.266070 -0.642 2.808 0.643
H 1.159096 3.174517 0.138342 0.491 -2.824 -1.054
H 2.028856 1.827515 0.158923 0.219 0.049 0.527
```
Positions in Å, forces in eV/Å.

Summary:
* F_max: 4.44 eV Å⁻¹
* lowest unoccupied orbital energy: 0.294 eV
* net charge: 0
* SMILES string: O=CNCCS.O



Calculated ΔE to the lowest compared entry with this formula, charge and spin, 84.94 728.38 192.38 81.50 36.82 387.24 104.13 319.13 kJ/mol (same order as the records).